Density functional theory data (the ωB97M-V functional and the def2-TZVPD basis) for 14 unconnected molecules or ions with the total composition C74H202N27O19P9S5 at a distorted geometry.

## Properties
Total energy, eV: -296933.2862
Energy above the lowest of the compared OMol25 structures with the same formula, charge and spin, eV: 1.7601

Structure (ORCA input):
```
! RIJCOSX wB97M-V def2-TZVPD def2/J DEFGRID3
* xyz 0 1
O -4.357 6.888 -0.320
P -3.452 5.933 -0.969
N -3.767 5.728 -2.590
C -3.371 6.877 -3.411
C -4.996 5.079 -2.938
N -3.758 4.472 -0.268
C -3.316 3.257 -0.952
C -4.678 4.303 0.871
N -1.856 6.357 -1.012
C -0.886 5.424 -1.595
C -1.357 6.864 0.308
H -3.218 6.581 -4.426
H -2.443 7.250 -3.058
H -4.169 7.573 -3.322
H -5.269 4.187 -2.383
H -4.752 4.680 -3.920
H -5.858 5.747 -3.002
H -2.682 3.512 -1.734
H -2.852 2.588 -0.132
H -4.132 2.736 -1.395
H -4.306 3.559 1.574
H -4.763 5.270 1.327
H -5.641 3.843 0.596
H -1.170 5.255 -2.616
H 0.065 5.954 -1.549
H -0.779 4.452 -1.089
H -1.051 6.039 0.946
H -2.041 7.532 0.811
H -0.464 7.436 -0.034
O 0.263 6.309 6.217
P -0.089 4.886 5.928
N -1.390 4.339 6.807
C -2.051 3.105 6.478
C -2.310 5.327 7.393
N 1.255 3.982 6.201
C 1.258 2.547 5.897
C 1.937 4.308 7.504
N -0.587 4.554 4.354
C 0.472 4.697 3.410
C -1.820 5.211 3.884
H -1.505 2.454 5.917
H -2.964 3.219 5.909
H -2.404 2.650 7.397
H -2.659 5.080 8.392
H -3.241 5.377 6.807
H -1.816 6.310 7.377
H 0.976 1.905 6.744
H 0.660 2.281 5.032
H 2.292 2.294 5.697
H 1.258 4.037 8.349
H 2.808 3.695 7.507
H 2.236 5.319 7.500
H 1.041 5.586 3.564
H 1.163 3.915 3.525
H 0.125 4.613 2.374
H -1.783 6.356 3.952
H -2.677 4.912 4.486
H -2.044 4.881 2.896
O 1.528 1.356 9.030
P 1.392 -0.118 8.938
N 1.606 -0.772 10.432
C 1.554 -2.197 10.643
C 1.565 0.194 11.569
N 2.337 -0.976 7.869
C 2.175 -0.854 6.391
C 3.712 -1.169 8.243
N -0.135 -0.441 8.393
C -0.572 -1.748 7.805
C -1.208 0.237 9.187
H 1.598 -2.781 9.711
H 0.570 -2.485 11.161
H 2.331 -2.454 11.413
H 0.734 0.072 12.327
H 1.485 1.158 11.045
H 2.501 0.191 12.117
H 2.235 -1.814 5.872
H 1.156 -0.384 6.153
H 2.908 -0.149 6.070
H 4.053 -2.151 7.893
H 4.349 -0.466 7.742
H 3.922 -1.016 9.307
H -1.009 -1.681 6.812
H 0.225 -2.444 7.720
H -1.380 -2.156 8.449
H -1.745 -0.450 9.938
H -1.953 0.672 8.459
H -0.764 1.106 9.635
O -6.035 -3.856 -3.019
P -4.610 -3.796 -3.116
N -4.008 -5.052 -4.029
C -4.473 -6.329 -3.645
C -2.577 -5.086 -4.398
N -4.062 -3.948 -1.565
C -5.010 -3.839 -0.433
C -2.695 -4.065 -1.114
N -3.953 -2.468 -3.754
C -4.051 -1.268 -2.872
C -4.301 -2.136 -5.158
H -4.166 -6.626 -2.602
H -4.190 -7.109 -4.385
H -5.636 -6.341 -3.700
H -2.286 -4.023 -4.640
H -2.449 -5.732 -5.326
H -1.990 -5.654 -3.543
H -5.883 -4.450 -0.621
H -4.477 -4.216 0.471
H -5.260 -2.798 -0.161
H -2.054 -3.572 -1.865
H -2.504 -3.417 -0.222
H -2.329 -5.108 -0.917
H -3.751 -1.563 -1.835
H -3.380 -0.558 -3.273
H -5.033 -0.843 -2.748
H -3.696 -1.232 -5.359
H -5.424 -2.059 -5.273
H -3.842 -2.913 -5.739
O 0.518 4.147 -5.821
P 0.091 2.750 -5.925
N -1.510 2.601 -5.604
C -2.366 3.585 -5.019
C -2.195 1.346 -5.444
N 0.787 1.695 -4.871
C 0.841 0.166 -5.049
C 1.191 2.160 -3.592
N 0.336 1.989 -7.363
C 1.650 1.496 -7.831
C -0.540 2.292 -8.474
H -3.371 3.393 -5.549
H -2.021 4.642 -5.082
H -2.599 3.387 -3.953
H -3.154 1.296 -6.006
H -2.405 1.265 -4.371
H -1.613 0.502 -5.782
H 0.307 -0.364 -4.278
H 0.566 -0.126 -6.001
H 1.934 -0.182 -4.879
H 2.295 2.094 -3.408
H 0.842 3.205 -3.374
H 0.716 1.525 -2.826
H 1.657 0.408 -7.684
H 1.841 1.741 -8.890
H 2.541 1.797 -7.274
H -0.769 1.400 -8.990
H -0.102 2.930 -9.271
H -1.456 2.796 -8.216
O -6.082 1.396 -2.383
P -7.397 0.937 -1.826
N -7.775 -0.521 -2.280
C -8.381 -1.616 -1.456
C -7.912 -0.912 -3.699
N -8.561 2.037 -2.229
C -9.931 1.626 -2.304
C -8.261 3.416 -2.072
N -7.337 0.769 -0.205
C -6.100 0.356 0.472
C -8.068 1.758 0.616
H -8.193 -1.428 -0.388
H -7.994 -2.620 -1.679
H -9.452 -1.705 -1.547
H -7.488 -0.126 -4.264
H -8.980 -0.928 -4.055
H -7.378 -1.769 -3.961
H -10.420 2.187 -3.113
H -10.138 0.593 -2.433
H -10.499 1.916 -1.462
H -8.766 3.907 -1.176
H -7.138 3.656 -1.948
H -8.703 3.944 -2.904
H -5.598 -0.468 -0.033
H -5.478 1.154 0.597
H -6.328 -0.002 1.487
H -7.971 1.434 1.660
H -9.106 1.834 0.357
H -7.634 2.774 0.612
O 5.070 -0.700 -7.182
P 5.897 -0.664 -5.914
N 5.693 -1.997 -5.006
C 6.330 -3.236 -5.347
C 4.495 -2.093 -4.232
N 5.431 0.469 -4.837
C 4.847 1.738 -5.277
C 5.676 0.568 -3.424
N 7.499 -0.623 -6.289
C 7.892 -0.425 -7.691
C 8.430 -0.240 -5.263
H 6.194 -3.928 -4.535
H 7.376 -3.091 -5.666
H 5.867 -3.704 -6.218
H 4.758 -2.672 -3.327
H 3.746 -2.577 -4.761
H 4.086 -1.129 -3.917
H 4.548 1.709 -6.300
H 3.899 2.022 -4.640
H 5.495 2.587 -5.138
H 6.037 -0.366 -2.990
H 6.351 1.358 -3.163
H 4.741 0.749 -2.861
H 8.121 0.643 -7.863
H 8.766 -1.043 -7.912
H 7.082 -0.715 -8.250
H 8.283 0.778 -4.920
H 9.527 -0.342 -5.541
H 8.265 -0.968 -4.435
O 4.336 1.009 0.253
P 4.637 2.324 0.955
N 3.552 3.514 0.528
C 2.870 3.585 -0.750
C 3.537 4.726 1.296
N 6.115 3.025 0.645
C 6.225 3.987 -0.492
C 7.264 2.153 0.883
N 4.627 2.107 2.590
C 5.481 2.766 3.596
C 3.577 1.271 3.189
H 3.130 4.531 -1.261
H 1.781 3.754 -0.570
H 3.057 2.691 -1.346
H 3.985 4.560 2.277
H 2.542 5.127 1.368
H 4.089 5.540 0.831
H 6.920 4.816 -0.317
H 6.494 3.521 -1.476
H 5.290 4.498 -0.739
H 8.096 2.705 1.283
H 6.972 1.431 1.686
H 7.447 1.485 -0.014
H 6.272 2.106 3.988
H 6.027 3.639 3.108
H 4.735 3.056 4.372
H 3.466 0.365 2.537
H 2.613 1.737 3.304
H 3.877 1.018 4.189
O -2.321 -0.748 0.600
P -0.936 -0.509 0.983
N 0.048 -0.889 -0.300
C -0.507 -1.029 -1.622
C 1.506 -0.814 -0.251
N -0.437 -1.224 2.358
C 0.695 -0.822 3.218
C -0.767 -2.691 2.387
N -0.520 1.089 1.312
C -1.059 1.739 2.549
C 0.109 1.969 0.433
H 0.215 -1.583 -2.224
H -0.779 -0.084 -2.136
H -1.457 -1.588 -1.598
H 1.970 -0.210 -1.033
H 2.006 -1.832 -0.361
H 1.867 -0.431 0.703
H 1.672 -1.234 2.803
H 0.770 0.241 3.077
H 0.576 -1.157 4.206
H 0.158 -3.365 2.310
H -1.163 -3.083 3.364
H -1.364 -2.948 1.541
H -1.487 1.016 3.248
H -0.153 2.229 3.042
H -1.811 2.568 2.386
H 1.112 2.321 0.803
H -0.462 2.921 0.365
H 0.112 1.637 -0.586
C 6.961 -3.296 -0.396
C 6.600 -1.801 -0.631
C 5.113 -1.745 -0.432
S 4.896 -2.509 1.116
O 3.593 -3.088 1.266
O 5.161 -1.615 2.224
C 6.132 -3.811 0.835
H 8.095 -3.513 -0.283
H 6.650 -3.848 -1.283
H 7.035 -1.464 -1.590
H 7.170 -1.213 0.107
H 4.432 -2.238 -1.109
H 4.751 -0.691 -0.371
H 5.533 -4.634 0.576
H 6.593 -3.999 1.827
C -4.906 -2.866 4.901
C -4.299 -2.461 3.519
C -3.630 -1.131 3.791
S -4.796 -0.184 4.816
O -5.567 0.638 3.958
O -4.197 0.330 6.059
C -5.720 -1.627 5.270
H -4.168 -3.192 5.661
H -5.528 -3.715 4.955
H -5.110 -2.367 2.802
H -3.624 -3.155 3.070
H -3.395 -0.568 2.874
H -2.651 -1.034 4.332
H -6.537 -1.646 4.627
H -5.881 -1.543 6.347
C 2.604 -4.356 -7.362
C 2.440 -3.090 -8.192
C 1.793 -2.121 -7.152
S 0.741 -3.086 -6.020
O -0.665 -2.971 -6.378
O 1.168 -2.863 -4.609
C 1.340 -4.650 -6.621
H 3.397 -4.139 -6.624
H 2.867 -5.250 -7.964
H 1.793 -3.211 -9.050
H 3.419 -2.809 -8.541
H 0.971 -1.556 -7.534
H 2.509 -1.518 -6.548
H 0.577 -4.950 -7.322
H 1.478 -5.341 -5.764
C 1.016 -5.583 -1.876
C 1.286 -6.842 -2.740
C 2.703 -7.304 -2.466
S 3.532 -5.701 -2.517
O 3.812 -5.343 -3.926
O 4.584 -5.716 -1.552
C 2.179 -4.614 -2.140
H 0.878 -5.853 -0.831
H 0.115 -5.096 -2.111
H 1.333 -6.706 -3.850
H 0.525 -7.614 -2.501
H 3.210 -8.008 -3.153
H 2.858 -7.674 -1.465
H 1.892 -4.026 -3.023
H 2.490 -3.954 -1.292
C 1.572 -6.521 3.637
C 2.733 -5.498 3.354
C 2.686 -4.274 4.357
S 1.258 -4.585 5.425
O 0.489 -3.400 5.453
O 1.773 -5.161 6.589
C 0.448 -5.823 4.385
H 2.051 -7.353 4.166
H 1.234 -6.973 2.695
H 2.679 -5.184 2.299
H 3.635 -6.053 3.389
H 2.495 -3.293 3.886
H 3.602 -4.176 4.972
H -0.205 -5.204 3.777
H -0.082 -6.501 5.054
*
```

=====

Density functional theory data (the ωB97M-V functional and the def2-TZVPD basis) for a molecular structure, C21H39MnNOP2 at a distorted geometry.

## Properties
Total energy, eV: -75843.0916
Expectation value of S²: 4.126
Energy above the lowest of the compared OMol25 structures with the same formula, charge and spin, eV: 0.0000

Structure (ORCA input):
```
! RIJCOSX wB97M-V def2-TZVPD def2/J DEFGRID3
* xyz 0 4
Mn -0.277 -0.111 0.087
P -0.758 -0.828 -2.079
P 0.548 0.388 2.323
N 1.192 0.671 -0.453
H -2.924 -0.483 -0.216
C -1.759 0.504 -2.837
H -2.141 0.179 -3.813
H -1.120 1.387 -2.962
H -2.591 0.774 -2.173
C -1.697 -2.367 -2.329
H -2.023 -2.446 -3.376
H -2.563 -2.384 -1.655
H -1.050 -3.216 -2.069
C 0.673 -0.990 -3.207
H 0.360 -1.437 -4.160
H 1.431 -1.626 -2.734
H 1.118 -0.003 -3.386
C -0.073 2.058 2.743
H 0.214 2.331 3.767
H -1.164 2.073 2.626
H 0.358 2.768 2.025
C 0.096 -0.658 3.745
H 0.606 -0.295 4.650
H 0.397 -1.690 3.524
H -0.993 -0.647 3.890
C 2.362 0.554 2.501
H 2.630 0.669 3.559
H 2.711 1.420 1.925
H 2.841 -0.344 2.093
C 2.345 1.000 -0.973
C 3.752 2.677 -2.099
C 2.537 2.308 -1.557
C 3.475 0.097 -0.996
C 4.687 0.486 -1.543
C 4.831 1.773 -2.091
H 3.870 3.674 -2.534
H 1.674 2.983 -1.540
H 3.338 -0.900 -0.564
H 5.528 -0.214 -1.546
H 5.791 2.076 -2.517
C -3.007 0.336 0.568
O -1.768 0.994 0.538
C -4.071 1.369 0.224
H -5.070 1.013 0.487
H -4.051 1.617 -0.842
H -3.872 2.289 0.786
C -3.288 -0.332 1.897
H -3.294 0.414 2.701
H -2.540 -1.104 2.110
H -4.264 -0.831 1.874
C -1.964 -3.849 3.341
C -1.696 -4.103 1.858
C -0.734 -5.276 1.693
C -3.017 -4.399 1.143
C -1.103 -2.908 1.275
C -0.666 -1.901 0.733
H -2.401 -4.748 3.792
H -2.673 -3.027 3.488
H -1.032 -3.612 3.864
H -1.173 -6.179 2.129
H -0.530 -5.470 0.636
H 0.213 -5.072 2.201
H -3.702 -3.544 1.219
H -2.844 -4.627 0.086
H -3.509 -5.264 1.603
*
```

=====

Density functional theory data (the ωB97M-V functional and the def2-TZVPD basis) for 2 unconnected molecules or ions with the total composition C5H13N2 at a distorted geometry.

## Properties
Total energy, eV: -8365.0561
Energy above the lowest of the compared OMol25 structures with the same formula, charge and spin, eV: 5.7543

Structure (ORCA input):
```
! RIJCOSX wB97M-V def2-TZVPD def2/J DEFGRID3
* xyz 1 1
C -1.927 1.281 -1.400
C -2.217 0.068 -0.541
C -1.149 -0.948 -0.567
N 2.135 -1.139 1.404
C 1.245 -1.519 0.250
C -0.075 -1.018 0.322
N 1.728 1.496 0.703
H -2.242 1.262 -2.458
H -2.527 2.258 -0.925
H -3.179 -0.369 -0.699
H -2.145 0.473 0.450
H -1.094 -1.758 -1.316
H 1.639 0.562 0.156
H 2.202 -1.862 2.278
H 3.101 -1.031 0.969
H 1.755 -2.118 -0.468
H -0.558 -0.632 1.230
H -0.884 1.451 -1.306
H 1.859 1.323 1.656
H 2.335 2.222 0.262
*
```

=====

Density functional theory data (the ωB97M-V functional and the def2-TZVPD basis) for a molecular structure, C27H35AlI2N4O6P.

## Properties
Total energy, eV: -78901.7055

Structure (ORCA input):
```
! RIJCOSX wB97M-V def2-TZVPD def2/J DEFGRID3
* xyz 1 1
Al -0.321 0.459 -0.254
I -5.894 4.664 2.366
C -4.045 3.830 1.899
C -3.102 4.587 1.223
C -1.874 4.022 0.905
I -0.497 5.141 -0.177
C -1.599 2.719 1.273
O -0.394 2.120 0.911
C -2.547 1.954 1.940
C -2.234 0.528 2.296
N -1.848 -0.275 1.123
C -2.961 -0.786 0.314
C -2.372 -1.491 -0.885
C -3.142 -2.245 -1.753
C -2.548 -2.791 -2.877
C -1.194 -2.580 -3.102
C -0.488 -1.820 -2.194
N -1.065 -1.294 -1.103
C -3.774 2.517 2.255
H -3.320 5.603 0.929
H -1.389 0.489 2.988
H -3.082 0.073 2.814
H -1.352 -1.087 1.488
H -3.591 -1.477 0.883
H -3.566 0.054 -0.031
H -4.196 -2.380 -1.551
H -3.137 -3.367 -3.577
H -0.697 -2.978 -3.974
H 0.559 -1.587 -2.338
H -4.517 1.926 2.772
C 6.395 2.069 2.494
C 5.372 1.690 1.457
C 5.274 0.384 0.990
C 4.339 0.019 0.025
C 4.336 -1.384 -0.526
C 3.442 0.984 -0.448
C 3.528 2.306 -0.007
C 2.674 3.387 -0.609
C 4.498 2.637 0.936
C 2.430 0.569 -1.491
O 2.788 0.157 -2.572
O 1.177 0.665 -1.147
H 7.252 1.398 2.466
H 5.973 2.023 3.501
H 6.753 3.086 2.339
H 5.979 -0.360 1.347
H 5.039 -2.017 0.017
H 4.616 -1.377 -1.578
H 3.342 -1.840 -0.489
H 3.139 3.750 -1.528
H 2.574 4.237 0.066
H 1.678 3.033 -0.864
H 4.589 3.672 1.251
N 1.289 2.095 2.892
C 2.078 0.888 3.182
P 1.276 -0.604 2.559
O 0.315 -1.231 3.549
O 0.776 -0.304 1.177
C 2.607 -1.904 2.492
N 2.014 -3.056 3.244
H 0.251 2.093 1.677
H 1.911 2.869 2.684
H 0.741 2.364 3.702
H 2.276 0.752 4.249
H 3.035 0.948 2.656
H 3.525 -1.584 2.979
H 2.832 -2.186 1.467
H 2.616 -3.403 3.989
H 1.770 -3.837 2.635
H 1.122 -2.595 3.634
C -1.179 1.731 -2.977
C -1.596 1.433 -1.547
O -2.743 1.741 -1.221
H -1.817 2.500 -3.411
H -1.294 0.815 -3.567
H -0.127 2.009 -3.040
*
```

=====

What is the total energy in the second record? -75843.0916 eV

=====

Which of these has the lowest total energy? C74H202N27O19P9S5

=====

What did the third record say?
Density functional theory data (the ωB97M-V functional and the def2-TZVPD basis) for 2 unconnected molecules or ions with the total composition C5H13N2 at a distorted geometry.

## Properties
Total energy, eV: -8365.0561
Energy above the lowest of the compared OMol25 structures with the same formula, charge and spin, eV: 5.7543

Structure (ORCA input):
```
! RIJCOSX wB97M-V def2-TZVPD def2/J DEFGRID3
* xyz 1 1
C -1.927 1.281 -1.400
C -2.217 0.068 -0.541
C -1.149 -0.948 -0.567
N 2.135 -1.139 1.404
C 1.245 -1.519 0.250
C -0.075 -1.018 0.322
N 1.728 1.496 0.703
H -2.242 1.262 -2.458
H -2.527 2.258 -0.925
H -3.179 -0.369 -0.699
H -2.145 0.473 0.450
H -1.094 -1.758 -1.316
H 1.639 0.562 0.156
H 2.202 -1.862 2.278
H 3.101 -1.031 0.969
H 1.755 -2.118 -0.468
H -0.558 -0.632 1.230
H -0.884 1.451 -1.306
H 1.859 1.323 1.656
H 2.335 2.222 0.262
*
```

=====

The lowest total energy belongs to which entry? C74H202N27O19P9S5